Record 1
{"formula": "C39H104O13", "method": "wB97M-V/def2-TZVPD", "spin_multiplicity": 2, "total_energy_ev": -68734.1874, "e_lumo_ev": [-2.4924, -9.1021], "s2": 0.7546, "total_charge": 1, "e_above_lowest_kcal_mol": 66.0, "gap_ev": [8.28, 1.67], "elements": ["O", "O", "O", "O", "O", "O", "O", "O", "O", "O", "O", "O", "O", "C", "C", "C", "C", "C", "C", "C", "C", "C", "C", "C", "C", "C", "C", "C", "C", "C", "C", "C", "C", "C", "C", "C", "C", "C", "C", "C", "C", "C", "C", "C", "C", "C", "C", "C", "C", "C", "C", "C", "H", "H", "H", "H", "H", "H", "H", "H", "H", "H", "H", "H", "H", "H", "H", "H", "H", "H", "H", "H", "H", "H", "H", "H", "H", "H", "H", "H", "H", "H", "H", "H", "H", "H", "H", "H", "H", "H", "H", "H", "H", "H", "H", "H", "H", "H", "H", "H", "H", "H", "H", "H", "H", "H", "H", "H", "H", "H", "H", "H", "H", "H", "H", "H", "H", "H", "H", "H", "H", "H", "H", "H", "H", "H", "H", "H", "H", "H", "H", "H", "H", "H", "H", "H", "H", "H", "H", "H", "H", "H", "H", "H", "H", "H", "H", "H", "H", "H", "H", "H", "H", "H", "H", "H"], "coordinates": [[17.434, 14.431, -6.325], [18.406, 8.306, -3.965], [9.244, 11.030, -0.110], [18.457, 12.251, -7.244], [14.473, 7.843, -4.448], [13.266, 16.149, 1.295], [12.227, 10.212, -0.160], [15.628, 7.994, -6.895], [12.878, 9.750, -3.071], [9.916, 5.212, -3.054], [10.633, 16.977, -2.840], [5.149, 9.562, -5.780], [8.112, 13.601, -0.876], [12.739, 15.746, 0.003], [12.724, 11.091, -3.606], [14.075, 9.684, -7.092], [16.423, 16.198, -7.618], [13.921, 15.057, -0.647], [14.108, 7.762, -8.787], [18.292, 10.836, -7.003], [14.920, 8.676, -7.861], [8.397, 9.886, -0.337], [18.697, 9.103, -2.868], [11.294, 11.556, -3.223], [13.353, 9.809, 0.609], [8.063, 9.122, 0.892], [8.017, 13.859, -3.328], [6.325, 9.258, -5.029], [7.089, 10.438, -0.917], [8.576, 5.610, -4.967], [11.460, 14.935, 0.173], [10.731, 6.888, -4.307], [14.475, 5.613, -4.051], [8.343, 14.461, -1.949], [7.665, 15.808, -1.642], [19.894, 8.552, -2.209], [17.386, 10.739, -5.786], [14.508, 7.205, -2.133], [9.430, 6.201, -3.896], [14.013, 11.845, -3.171], [11.512, 16.780, -4.005], [5.924, 8.224, -3.911], [14.925, 6.988, -3.526], [19.654, 10.206, -6.878], [11.520, 15.243, -4.245], [17.326, 9.081, -1.987], [12.817, 9.678, 2.035], [6.911, 10.561, -4.490], [12.995, 17.299, -3.748], [16.278, 14.811, -6.941], [15.251, 14.792, -5.827], [14.601, 10.667, 0.547], [12.446, 10.091, -1.087], [16.985, 9.738, -5.624], [20.246, 10.563, -6.036], [4.375, 9.447, -5.224], [11.781, 15.044, -5.284], [6.790, 8.186, -3.250], [13.434, 7.027, -2.099], [10.138, 10.698, 0.003], [13.559, 8.471, -9.406], [14.686, 7.139, -9.470], [7.048, 8.794, -5.701], [15.447, 10.408, 1.183], [7.657, 8.145, 0.631], [14.800, 5.436, -5.076], [6.432, 11.226, -3.770], [13.068, 9.369, -6.820], [7.597, 5.332, -4.578], [10.461, 14.983, -4.226], [11.525, 6.889, -3.560], [15.664, 15.190, -4.900], [13.424, 8.793, 0.220], [10.659, 15.644, 0.382], [6.511, 11.010, -0.190], [17.109, 8.147, -1.469], [11.186, 11.544, -2.139], [16.438, 11.271, -5.864], [14.160, 12.867, -3.523], [11.137, 6.300, -5.130], [11.367, 14.289, -0.700], [14.240, 14.311, 0.080], [17.704, 8.725, -4.469], [14.973, 6.487, -1.458], [20.147, 10.359, -7.838], [17.281, 9.944, -1.322], [19.908, 7.463, -2.247], [19.976, 8.833, -1.158], [12.463, 16.229, 1.815], [15.599, 9.260, -8.482], [13.392, 5.598, -4.167], [14.105, 11.878, -2.086], [18.870, 10.124, -3.205], [6.449, 9.627, -1.264], [19.626, 9.122, -6.770], [14.249, 11.685, 0.715], [14.526, 9.892, -6.121], [8.594, 12.785, -1.032], [7.176, 11.189, -5.341], [14.952, 11.397, -3.499], [12.088, 8.879, 2.173], [16.573, 9.311, -2.741], [13.373, 7.115, -8.308], [8.932, 8.917, 1.517], [16.363, 7.550, -7.324], [11.094, 12.559, -3.599], [17.933, 11.120, -4.924], [7.687, 16.386, -2.565], [8.890, 7.002, -3.391], [12.103, 14.616, -3.571], [10.411, 10.969, -3.478], [13.479, 16.579, -3.088], [16.006, 7.108, -3.593], [13.501, 17.502, -4.692], [10.590, 7.919, -4.632], [14.966, 13.758, -5.630], [10.455, 17.902, -2.655], [13.429, 9.186, -3.618], [9.010, 4.737, -5.455], [18.823, 12.196, -8.130], [17.749, 10.475, -7.876], [14.951, 10.558, -0.479], [17.741, 13.631, -6.758], [14.860, 7.613, -5.296], [8.192, 16.301, -0.825], [14.659, 15.859, -0.664], [8.956, 9.243, -1.018], [13.931, 14.797, -1.706], [6.948, 13.642, -3.334], [10.187, 5.704, -2.276], [14.278, 15.243, -6.023], [8.152, 14.598, -4.118], [6.653, 15.620, -1.284], [13.975, 10.600, -7.674], [13.060, 18.247, -3.214], [4.998, 8.454, -3.384], [20.808, 8.771, -2.762], [7.356, 9.719, 1.468], [11.133, 17.239, -4.919], [7.356, 11.092, -1.747], [14.835, 4.766, -3.466], [14.659, 8.212, -1.743], [13.636, 9.495, 2.731], [5.834, 7.267, -4.426], [16.810, 16.906, -6.886], [7.883, 10.400, -4.024], [8.600, 12.977, -3.592], [15.476, 16.622, -7.954], [17.072, 16.307, -8.486], [9.429, 14.554, -1.979], [12.362, 10.618, 2.348], [16.052, 13.987, -7.617], [12.862, 11.044, -4.686], [8.499, 6.430, -5.681], [12.536, 16.615, -0.622], [11.570, 14.292, 1.046]]}



Record 2
{"formula": "C17H23OSi", "method": "wB97M-V/def2-TZVPD", "spin_multiplicity": 1, "total_energy_ev": -27917.4900, "e_lumo_ev": -7.0737, "total_charge": 1, "e_above_lowest_kcal_mol": 46.0, "gap_ev": 3.17, "elements": ["Si", "O", "C", "C", "C", "C", "C", "C", "C", "C", "C", "C", "C", "C", "C", "C", "C", "C", "C", "H", "H", "H", "H", "H", "H", "H", "H", "H", "H", "H", "H", "H", "H", "H", "H", "H", "H", "H", "H", "H", "H", "H"], "coordinates": [[-1.232, -1.817, 2.025], [4.289, -0.586, 7.568], [0.374, 0.615, 6.733], [2.989, -0.227, 7.402], [-2.529, -0.373, 7.982], [-3.850, -0.800, 8.332], [1.476, 1.475, 6.612], [4.721, -1.885, 8.026], [-2.353, 0.691, 7.092], [-0.148, -2.768, 3.295], [-0.388, -0.153, 1.435], [0.660, -0.741, 7.038], [2.771, 1.086, 6.905], [-1.022, 1.277, 6.537], [-4.965, -0.093, 7.880], [-3.514, 1.293, 6.577], [-4.803, 0.972, 6.977], [-3.025, -1.558, 2.581], [1.916, -1.157, 7.528], [0.587, 0.118, 1.886], [-0.666, -3.121, 4.194], [4.338, -2.051, 9.028], [0.110, -3.636, 2.640], [-3.439, -0.550, 2.599], [5.817, -1.861, 8.019], [-1.687, -0.908, 8.391], [3.628, 1.708, 6.674], [-3.309, -1.965, 3.551], [-3.524, -2.136, 1.779], [4.353, -2.664, 7.366], [-1.215, 1.358, 5.477], [-3.389, 2.004, 5.773], [-0.244, -0.419, 0.357], [2.089, -2.207, 7.839], [-0.927, 2.364, 6.822], [-0.988, 0.775, 1.508], [-3.965, -1.721, 8.943], [-0.095, -1.522, 6.873], [-5.656, 1.465, 6.550], [-5.966, -0.436, 8.175], [0.768, -2.304, 3.688], [1.291, 2.446, 6.170]]}